[1]
Computed, not measured: 2 unconnected molecules or ions with the total composition C4H11N3O2, with ωB97M-V/def2-TZVPD.

Summary:
orbital gap: 9.43 eV
M: 133.15 g mol⁻¹
SMILES string: [H]/N=C(/N)NC.CC(=O)O
highest occupied orbital energy: -8.8830 eV
calculated total energy: -473.76454 Eh

```
! RIJCOSX wB97M-V def2-TZVPD def2/J DEFGRID3
* xyz 0 1
H -2.7783 2.0457 0.5427
N -2.6242 1.6249 -0.3639
C -1.4328 1.5550 -0.7957
N -1.1849 0.8509 -1.9618
N -0.3087 2.1628 -0.2691
C 0.9650 1.4383 -0.3483
H -0.3280 1.0792 -2.4394
H -1.9502 0.7537 -2.5999
H -0.4462 2.6133 0.6250
H 0.7713 0.4019 -0.5638
H 1.5216 1.5483 0.5650
H 1.6227 1.7658 -1.1648
C 0.2615 -2.5069 1.6284
C 1.5457 -2.0352 1.0278
O 2.5352 -1.7207 1.6149
O 1.4746 -1.7724 -0.3087
H -0.1595 -1.7442 2.2859
H 0.3866 -3.3303 2.3279
H -0.4905 -2.8895 0.9456
H 0.6191 -1.8407 -0.7479
*
```


[2]
Computed, not measured: a molecular structure, C26H22BrMoN5O3, with ωB97M-V/def2-TZVPD.

Summary:
orbital gap (alpha / beta): 6.15 / 6.34 eV
M: 628.34 g mol⁻¹
highest occupied orbital energy (alpha / beta): -13.8339 / -13.8280 eV
calculated total energy: -4145.21291 Eh

```
! RIJCOSX wB97M-V def2-TZVPD def2/J DEFGRID3
* xyz 2 1
Mo 0.8713 -0.3971 0.1345
O 2.3329 0.0418 -0.7223
C 3.5947 0.5448 -0.6618
C 4.4330 0.5606 -1.7573
C 5.7022 1.1045 -1.6227
C 6.1228 1.6378 -0.4070
C 5.2839 1.6127 0.6867
C 4.0007 1.0590 0.5837
C 3.1457 0.9707 1.7216
N 1.9597 0.4158 1.7227
N 1.3584 0.3654 2.9582
C 0.2530 -0.3073 2.8902
O -0.0626 -0.8054 1.6888
C -0.6377 -0.4654 4.0244
C -0.4572 0.3036 5.1779
C -1.3550 0.1893 6.2209
C -2.4247 -0.6943 6.1253
C -2.5929 -1.4771 4.9899
C -1.7079 -1.3613 3.9355
H 4.0985 0.1297 -2.6924
H 6.3724 1.1064 -2.4713
H 7.1108 2.0675 -0.3197
H 5.6099 2.0094 1.6402
H 3.4958 1.3524 2.6754
H 0.3891 0.9746 5.2321
H -1.2263 0.7847 7.1141
H -3.1302 -0.7776 6.9412
H -3.4130 -2.1800 4.9340
H -1.8250 -1.9694 3.0473
C 0.5160 -0.3498 -5.4890
C 0.2412 -1.1438 -4.2499
C -0.2798 -2.4389 -4.3168
C -0.5255 -3.1515 -3.1581
C -0.2222 -2.5480 -1.9563
Br -0.5125 -3.4165 -0.2972
N 0.2713 -1.3155 -1.8514
C 0.4889 -0.6306 -2.9905
H 1.2270 -0.8787 -6.1247
H 0.9181 0.6348 -5.2588
H -0.3979 -0.2203 -6.0698
H -0.4983 -2.8811 -5.2806
H -0.9434 -4.1473 -3.1800
H 0.8692 0.3774 -2.8758
N -5.6287 0.1294 -1.3397
C -4.3408 -0.1359 -1.6121
O -3.9456 -0.9795 -2.3924
C -3.3068 0.6933 -0.8797
C -3.4150 2.0410 -0.5653
C -2.3101 2.6877 -0.0250
C -1.1390 1.9850 0.1602
N -1.0324 0.6783 -0.1463
C -2.1045 0.0542 -0.6376
H -6.3451 -0.3935 -1.8182
H -5.9098 0.7640 -0.6137
H -4.3326 2.5861 -0.7477
H -2.3526 3.7354 0.2363
H -0.2547 2.4671 0.5558
H -2.0373 -0.9988 -0.8660
*
```


[3]
Computed, not measured: 14 unconnected molecules or ions with the total composition C5H41N2O14, with ωB97M-V/def2-TZVPD.

Summary:
orbital gap (alpha / beta): 2.16 / 9.25 eV
M: 353.38 g mol⁻¹
highest occupied orbital energy (alpha / beta): -2.2108 / -9.3552 eV
⟨S²⟩: 0.75
calculated total energy: -1377.74332 Eh

```
! RIJCOSX wB97M-V def2-TZVPD def2/J DEFGRID3
* xyz 0 2
C 0.9102 1.2822 -0.0617
N -0.2265 0.3174 -0.2965
C -0.4892 -0.5640 0.8844
C 0.4020 -1.8330 0.5985
C 0.5713 -2.6298 1.8984
O -0.2841 -2.5965 -0.3296
C 1.7507 1.3689 -1.3577
N 2.6552 0.0999 -1.5884
H 1.7102 1.1234 0.8246
H 0.6305 2.2469 0.2883
H -1.1180 0.8227 -0.4605
H -0.1631 0.0478 1.7338
H -1.5120 -0.9284 1.0930
H 1.2762 -1.5839 0.0399
H 0.5329 -3.6961 1.6938
H 1.5790 -2.3194 2.3488
H -0.2192 -2.1606 2.6762
H 2.3863 -2.8464 -2.5741
H 2.5878 2.0710 -1.2189
H 1.2557 1.4272 -2.2654
H 2.0129 -0.6551 -1.6910
H -0.8511 -2.0091 -0.8808
H 3.0625 0.2966 -2.5814
H 0.8544 0.3505 -4.1460
H 3.3885 -0.1318 -0.8961
O 1.4774 -0.3378 -4.0243
H 2.1074 0.3431 4.6681
H 1.2093 -0.7370 4.8362
O 1.7971 -0.4456 4.2024
H -1.4947 3.1323 3.5296
H -1.3848 4.1482 2.2716
O -1.1883 3.2819 2.5891
H -1.4177 2.0510 -3.8714
H -1.1893 0.7397 -3.1170
O -0.7498 1.3474 -3.6569
H -2.1049 2.1943 1.1906
H -3.2419 1.1792 1.5733
O -2.8018 1.5559 0.8241
H -1.7619 4.1660 -1.7978
H -2.8946 3.1766 -1.4202
O -2.1949 3.3591 -2.1813
H -3.5786 -1.7902 3.5129
H -2.9413 -1.4965 2.2516
O -3.3603 -1.0415 2.9487
H 5.1772 -0.3339 0.9198
H 4.6324 1.1766 0.6792
O 4.8097 0.3073 0.1795
H -1.8636 -2.1922 -3.5535
H -2.5600 -1.0873 -3.0101
O -1.9590 -1.6658 -2.7583
H -4.6254 0.3791 -1.7250
H -3.6836 1.2222 -0.7105
O -3.7944 0.9155 -1.5720
H 1.1170 -1.0539 -3.5024
H 1.2998 -2.9226 -1.3711
O 2.0085 -2.4584 -1.7621
H -3.2460 -4.0431 0.7687
H -1.9028 -3.1264 0.5716
O -2.7539 -3.1740 0.8785
H 2.9391 2.0240 2.1113
H 3.6405 1.8056 3.3338
O 3.7749 1.9008 2.4614
*
```


[4]
Computed, not measured: a molecular structure, C44H35BrCl2N2O8RbTe, with ωB97M-V/def2-TZVPD.

Summary:
orbital gap: 6.36 eV
M: 1083.65 g mol⁻¹
highest occupied orbital energy: -4.3348 eV
calculated total energy: -6195.81426 Eh

```
! RIJCOSX wB97M-V def2-TZVPD def2/J DEFGRID3
* xyz -1 1
Rb -1.4974 1.5892 0.3363
O -5.4730 3.3949 -1.3291
C -4.6564 2.4805 -1.6507
O -4.4155 1.4299 -1.0489
C -3.8230 2.8258 -2.8765
C -4.4048 3.4343 -3.9900
C -3.5851 3.8932 -4.9959
C -2.2078 3.7669 -4.8516
C -1.7197 3.1339 -3.7207
N -2.5122 2.6509 -2.7645
C -0.2450 3.0467 -3.4152
O 0.6054 3.2479 -4.4414
O 0.1792 2.8465 -2.3159
H -5.1299 3.5478 0.1983
H -5.4784 3.5591 -4.0248
H -3.9989 4.3878 -5.8658
H -1.5496 4.2094 -5.5890
H 0.1278 3.2516 -5.2785
Cl -2.2220 -1.1552 1.8368
C -2.5081 -2.0255 0.3192
Cl -2.5137 -0.9155 -1.0479
H -3.4776 -2.5037 0.3802
H -1.6954 -2.7277 0.1806
C 4.0875 -2.3648 3.9391
C 3.1595 -1.7096 2.9438
C 2.7996 -0.3853 3.0408
C 1.9244 0.2376 2.1368
C 1.5782 1.6474 2.3149
O 0.6223 2.2157 1.7959
C 2.4298 2.4870 3.2427
C 3.8139 2.5579 3.1282
C 4.5475 3.3754 3.9771
C 3.9028 4.1182 4.9574
C 2.5195 4.0570 5.0710
C 1.7874 3.2537 4.2090
C 1.3081 -0.5213 1.0602
O 0.4888 -0.0004 0.2811
C 1.7476 -1.9213 0.9477
C 2.6307 -2.4415 1.8739
C 1.3004 -2.7929 -0.1649
N 0.3313 -2.4582 -0.9151
C -0.0528 -3.1540 -2.1247
C 0.3664 -2.3054 -3.3478
Te 0.4466 -0.1834 -2.9158
C 2.5186 -0.1881 -2.5167
C 2.9788 0.5967 -1.4577
C 4.3169 0.5631 -1.0872
C 5.2187 -0.2368 -1.7765
C 4.7764 -0.9786 -2.8654
C 3.4374 -0.9478 -3.2363
C 2.0652 -4.0718 -0.3982
C 1.5442 -5.2925 0.0170
C 2.2179 -6.4767 -0.2550
C 3.4183 -6.4485 -0.9532
C 3.9411 -5.2322 -1.3731
C 3.2704 -4.0483 -1.0938
H 4.3496 -1.6731 4.7411
H 5.0163 -2.6952 3.4637
H 3.6260 -3.2469 4.3926
H 3.1921 0.1912 3.8713
H 4.3145 1.9699 2.3675
H 5.6250 3.4270 3.8790
H 4.4759 4.7470 5.6278
H 2.0105 4.6373 5.8310
H 0.7070 3.2075 4.2739
H 2.9266 -3.4823 1.7814
H -1.1424 -3.2376 -2.1076
H 0.3669 -4.1624 -2.2213
H -0.2988 -2.4689 -4.1939
H 1.3746 -2.5834 -3.6465
H 2.2754 1.2121 -0.9083
H 4.6480 1.1484 -0.2369
H 6.2569 -0.2842 -1.4709
H 5.4722 -1.5918 -3.4265
H 3.1193 -1.5259 -4.0957
H 0.6016 -5.3100 0.5541
H 1.7992 -7.4213 0.0708
H 3.9423 -7.3712 -1.1714
H 4.8729 -5.2048 -1.9256
H 3.6728 -3.0951 -1.4197
Br -9.8102 2.3739 2.4142
C -8.1789 1.4987 1.9697
C -8.1910 0.1376 1.7330
C -6.9911 -0.4980 1.4306
C -5.8093 0.2192 1.3819
C -5.8217 1.5893 1.6062
C -7.0121 2.2411 1.8965
C -4.5306 2.3618 1.5997
O -4.5572 3.5603 1.0352
O -3.5456 1.9379 2.1686
H -9.1188 -0.4154 1.7808
H -6.9887 -1.5633 1.2363
H -4.8676 -0.2567 1.1467
H -7.0237 3.3083 2.0707
*
```


[5]
Computed, not measured: 2 unconnected molecules or ions with the total composition C4H12, with ωB97M-V/def2-TZVPD.

Summary:
orbital gap: 12.35 eV
M: 60.14 g mol⁻¹
SMILES string: CC.CC
highest occupied orbital energy: -11.2042 eV
calculated total energy: -159.54997 Eh

```
! RIJCOSX wB97M-V def2-TZVPD def2/J DEFGRID3
* xyz 0 1
C -0.5826 -1.6249 -0.5042
C -0.1687 -2.7183 0.4938
H 0.1189 -0.8833 -0.5925
H -0.9482 -2.0313 -1.4609
H -1.4917 -1.1024 -0.1502
H -1.0351 -2.9037 1.0692
H 0.5337 -2.2504 1.1337
H 0.3317 -3.5660 -0.1003
C 0.0969 1.8445 -0.5830
C 0.7074 2.4674 0.6345
H 0.3108 0.7347 -0.7103
H -0.9839 1.9082 -0.7560
H 0.5111 2.2141 -1.4944
H 1.6015 3.1634 0.4662
H -0.0743 3.0575 1.2106
H 1.0725 1.6906 1.3438
*
```


[6]
Computed, not measured: 2 unconnected molecules or ions with the total composition C5H13BrN, with ωB97M-V/def2-TZVPD.

Summary:
orbital gap: 7.68 eV
M: 167.07 g mol⁻¹
highest occupied orbital energy: -13.3166 eV
calculated total energy: -2826.73015 Eh

```
! RIJCOSX wB97M-V def2-TZVPD def2/J DEFGRID3
* xyz 1 1
C -1.5337 0.5230 0.1902
C -1.4107 -1.8919 0.5618
C -0.3061 -0.6977 -1.4654
C 2.5006 1.1177 0.5728
C -1.0841 -0.7280 -0.2384
N 1.4467 1.8043 0.0608
Br 1.9269 -0.7295 1.3614
H -2.4676 0.5316 0.8622
H -1.8828 1.1447 -0.5925
H -0.5911 1.0598 0.4988
H -2.5171 -1.9919 0.8272
H -0.9697 -2.8381 0.1614
H -1.2458 -1.8896 1.6066
H -0.6001 0.0940 -2.1781
H -0.4190 -1.7903 -1.9635
H 2.8909 1.5910 1.4933
H 3.2781 0.8692 -0.1386
H 1.4820 1.9075 -0.9077
H 0.8151 2.4572 0.3716
H 0.6874 -0.5432 -1.0839
*
```


[7]
Computed, not measured: 2 unconnected molecules or ions with the total composition C31H38N2O2P, with ωB97M-V/def2-TZVPD.

Summary:
orbital gap: 4.18 eV
M: 501.63 g mol⁻¹
highest occupied orbital energy: -9.5343 eV
calculated total energy: -1805.12711 Eh

```
! RIJCOSX wB97M-V def2-TZVPD def2/J DEFGRID3
* xyz 1 1
C -5.9682 0.6749 2.2294
C -5.1681 -0.4410 2.9181
C -3.7590 -0.1193 2.5538
C -3.7710 1.0726 1.7876
O -5.0218 1.5867 1.5909
C -2.5775 1.7075 1.4099
C -1.3684 1.1485 1.7971
C -1.3396 -0.0800 2.4948
C -0.0940 -0.8991 2.7576
C 1.2503 -0.4797 2.1894
C 2.3772 -0.5483 3.0205
C 3.5825 -0.0092 2.5783
C 3.6689 0.5375 1.2792
O 4.8925 1.0374 0.9597
C 5.7873 0.7751 2.1276
C 4.9202 0.1171 3.2154
C 2.5603 0.5487 0.4203
C 1.3814 -0.0416 0.8574
C -2.5450 -0.6947 2.8779
H -6.6316 0.2650 1.4577
H -6.5571 1.2415 2.9589
H -5.3169 -0.4310 4.0033
H -5.4905 -1.4389 2.6075
H -2.6639 2.5989 0.7889
H -0.4356 1.6481 1.5189
H -0.0182 -1.1349 3.8357
H 2.3107 -0.9845 4.0196
H 6.6123 0.1212 1.7970
H 6.2126 1.7350 2.4622
H 4.9082 0.7417 4.1134
H 5.3272 -0.8601 3.4979
H 2.6526 0.9857 -0.5567
H 0.5169 -0.0781 0.1848
H -2.5236 -1.6701 3.3620
C 4.0360 -3.7164 1.8413
C 3.1763 -4.9626 1.6434
C 2.3755 -4.7231 0.3598
C 4.0330 -6.2184 1.5726
N 2.2000 -5.1888 2.7350
P 1.0885 -6.4870 2.6749
H -0.3959 -1.7986 2.2675
N 0.3501 -5.7276 4.0203
C -0.9700 -6.1731 4.5226
C -0.7963 -7.6344 4.9144
C -1.9817 -5.9710 3.3867
C -1.4944 -5.3310 5.6854
C 1.4014 -5.3292 4.9053
C 2.5468 -5.0055 4.1107
C 3.8276 -5.1326 4.6366
C 3.9740 -5.6288 5.9402
C 2.8596 -5.9421 6.7179
C 1.5572 -5.7586 6.2206
H 4.6383 -3.7299 2.7490
H 4.7388 -3.6417 0.9946
H 3.4388 -2.7968 1.8614
H 1.6566 -5.5171 0.1303
H 1.8220 -3.7736 0.4203
H 3.0728 -4.6323 -0.4873
H 3.4081 -7.1221 1.5301
H 4.6750 -6.1924 0.6878
H 4.6670 -6.2783 2.4637
H -0.1589 -7.6888 5.8053
H -1.7608 -8.1012 5.1354
H -0.3136 -8.2024 4.1039
H -2.1120 -4.8954 3.1832
H -1.7052 -6.4594 2.4444
H -2.9636 -6.3602 3.7021
H -1.6728 -4.2885 5.3899
H -2.4572 -5.7587 6.0118
H -0.8453 -5.3072 6.5582
H 4.7160 -4.9699 4.0224
H 4.9803 -5.7970 6.3280
H 2.9725 -6.3618 7.7205
H 0.6962 -6.0530 6.8287
*
```


[8]
Computed, not measured: a molecular structure, C3H3MgO4Tl, with ωB97M-V/def2-TZVPD.

Summary:
orbital gap: 5.54 eV
M: 331.74 g mol⁻¹
highest occupied orbital energy: -7.5123 eV
calculated total energy: -789.50426 Eh

```
! RIJCOSX wB97M-V def2-TZVPD def2/J DEFGRID3
* xyz 0 1
O 0.9728 -2.2473 1.5639
C 1.9094 -2.7107 0.8243
O 3.0398 -2.9882 1.2137
Tl -0.3050 -0.8581 1.6601
O -0.7002 0.1099 -0.0399
C -0.4628 0.6419 -1.1898
C -1.0467 2.0462 -1.2663
O -1.5744 2.6136 -0.1230
Mg -1.5253 1.5140 1.4413
H -1.7935 1.9766 -2.0933
H -0.2195 2.6539 -1.7051
H 1.7054 -2.7517 -0.2859
*
```